C11H5F6N7O7PdS2Se | ωB97M-V/def2-TZVPD

Its highest occupied orbital energy (spin up / spin down) is -9.732 / -9.163 eV. The calculated total energy comes out at -5256.8328 a.u. The molar mass comes out at 710.70 g mol⁻¹. As for the expectation value of S²: 2.239. The calculation puts the lowest unoccupied orbital energy (spin up / spin down) at -2.261 / -3.057 eV. As for the multiplicity: 3. For the energy relative to the best compared isomer or geometry (same formula, charge and spin), the calculation gives 0.0 kJ/mol. The HOMO-LUMO gap (spin up / spin down) comes out at 0.27459 / 0.22437 Ha.

Cartesian coordinates (Å):
Pd (0.635, 0.230, -0.032)
F (2.932, -1.499, 1.649)
C (2.409, -1.475, 2.866)
F (2.630, -2.641, 3.456)
F (2.988, -0.506, 3.566)
S (0.603, -1.136, 2.817)
O (0.478, 0.186, 2.182)
O (0.154, -1.224, 4.163)
N (0.136, -2.312, 1.884)
S (-0.993, -2.266, 0.813)
O (-2.201, -2.934, 1.151)
O (-1.169, -0.931, 0.207)
C (-0.228, -3.291, -0.516)
F (-0.937, -3.138, -1.636)
F (1.029, -2.941, -0.768)
F (-0.250, -4.565, -0.152)
O (2.282, 1.242, -0.168)
O (3.200, 0.569, -0.706)
Se (-2.672, 1.803, -3.376)
N (-1.620, 1.379, -4.734)
C (-0.567, 0.777, -4.215)
C (0.502, 0.197, -4.970)
C (1.502, -0.399, -4.285)
C (1.483, -0.408, -2.851)
N (0.541, 0.122, -2.129)
C (-0.524, 0.712, -2.781)
N (-1.542, 1.230, -2.135)
H (0.480, 0.245, -6.050)
H (2.336, -0.867, -4.785)
H (2.306, -0.855, -2.306)
N (-2.403, 1.745, 1.082)
C (-1.303, 2.396, 1.512)
O (-0.336, 2.663, 0.820)
C (-1.313, 2.815, 2.951)
C (-0.159, 3.415, 3.470)
N (0.792, 3.909, 3.899)
C (-2.444, 2.634, 3.764)
N (-3.371, 2.451, 4.428)
H (-3.071, 1.371, 1.734)
H (-2.317, 1.298, 0.179)

Atoms 1-3, force components in eV/Å:
Pd -0.395 -0.122 -0.095
F -0.010 0.025 -0.259
C 0.095 0.021 0.203